Density functional theory data (ωB97M-V/def2-TZVPD) for an isolated molecule of C4H5N3 at a distorted geometry.

Geometry as XYZ:
```
12
Properties=species:S:1:pos:R:3:nbo_charge:R:1
N 2.538 -0.443 0.050 -0.648
N 1.242 -1.151 0.070 -0.189
C 0.271 -0.341 0.085 0.299
C -1.227 -0.867 0.236 -0.183
C -1.915 0.278 0.164 -0.307
C -0.962 1.369 -0.049 0.114
N 0.291 1.062 -0.079 -0.457
H 2.636 0.284 -0.682 0.363
H 3.127 -1.199 -0.248 0.353
H -1.741 -1.845 0.397 0.242
H -2.977 0.468 0.249 0.223
H -1.284 2.387 -0.194 0.190
```

## Properties
Gap between HOMO and LUMO in eV: 8.951
LUMO in eV: -0.458
SMILES: N/N=C1/C=CC=N1

Density functional theory data (ωB97M-V/def2-TZVPD) for a cluster of 2 separate species, C3H8O in total.

Geometry as XYZ:
```
12
Properties=species:S:1:pos:R:3:nbo_charge:R:1
C -2.096 0.297 0.644 -0.380
C -1.732 1.546 0.392 -0.389
H -1.426 -0.550 0.653 0.197
H -3.145 0.046 0.742 0.182
H -0.679 1.792 0.359 0.198
H -2.456 2.348 0.398 0.190
C 1.912 -1.258 -0.638 -0.247
O 1.418 -0.053 -0.072 -0.726
H 1.808 -1.275 -1.726 0.164
H 1.345 -2.084 -0.212 0.181
H 2.961 -1.444 -0.384 0.163
H 2.090 0.635 -0.156 0.467
```

## Properties
Gap between HOMO and LUMO in eV: 10.779
LUMO in eV: 0.912
SMILES: C=C.CO

Density functional theory data (ωB97M-V/def2-TZVPD) for an isolated molecule of C6H10O.

Geometry as XYZ:
```
17
Properties=species:S:1:pos:R:3:nbo_charge:R:1
C 2.079 0.484 -0.174 -0.622
C 0.876 -0.460 -0.266 -0.198
C -0.004 -0.725 0.999 -0.421
C -1.242 -0.370 0.175 0.239
O -2.406 -1.118 0.143 -0.689
C -1.162 1.055 -0.257 -0.456
C -0.389 -0.010 -1.011 -0.233
H 2.543 0.466 0.819 0.209
H 1.799 1.520 -0.401 0.210
H 2.855 0.201 -0.890 0.212
H 1.187 -1.436 -0.670 0.207
H 0.175 -0.081 1.871 0.196
H 0.010 -1.770 1.315 0.218
H -3.001 -0.789 0.829 0.472
H -2.041 1.412 -0.789 0.227
H -0.673 1.803 0.370 0.205
H -0.606 -0.181 -2.062 0.221
```

## Properties
Gap between HOMO and LUMO in eV: 10.433
LUMO in eV: 0.941
SMILES: C[C@H]1C[C@@]2(O)C[C@@H]12

Respective ΔE to the lowest compared entry with this formula, charge and spin values: 66.69, 33.28, 31.98 kcal/mol.